DFT (the ωB97M-V functional and the def2-TZVPD basis) results for 2 unconnected molecules or ions with the total composition C13H15BrO at a distorted geometry.

Element x y z (Å)
C: 1.229 -2.601 -0.259
C: 0.498 -1.393 -0.567
C: 0.470 -1.062 -2.061
C: -0.181 -0.716 0.399
C: -0.045 -1.139 1.801
C: -1.146 0.360 0.073
C: -0.892 1.549 0.743
C: -1.738 2.598 0.658
C: -2.779 2.558 -0.217
C: -3.016 1.391 -0.967
C: -2.160 0.320 -0.869
H: 1.601 -3.127 -1.153
H: 0.669 -3.428 0.321
H: 2.113 -2.160 0.353
H: 0.995 -0.079 -2.152
H: -0.521 -0.893 -2.394
H: 1.084 -1.661 -2.685
H: -0.799 -0.614 2.413
H: 0.888 -0.965 2.186
H: -0.164 -2.169 1.817
H: -0.190 1.603 1.581
H: -1.470 3.545 1.100
H: -3.599 3.265 -0.176
H: -3.698 1.570 -1.754
H: -2.280 -0.633 -1.233
O: 3.432 1.267 2.473
C: 3.049 0.989 1.417
C: 2.842 0.870 0.128
Br: 3.949 -0.329 -0.825
H: 1.860 1.082 -0.152

The gap between HOMO and LUMO is 8.17 eV. The LUMO energy is -0.0005 Eh. As for the HOMO energy: -0.301 Eh. Its energy above the lowest of the compared OMol25 structures with the same formula, charge and spin is 13.3 kcal per mole.

Listed below, in e, are the Löwdin charges computed for each atom: -0.10, -0.34, -0.04, -0.24, -0.04, -0.19, -0.06, -0.10, -0.09, -0.06, -0.03, 0.08, 0.11, 0.08, 0.08, 0.05, 0.06, 0.11, 0.05, 0.05, 0.12, 0.11, 0.10, 0.09, 0.09, 0.18, -0.32, -0.56, 0.75, 0.02